Record 1
Below is C50H52N6O22S as an isolated structure, with properties calculated with ωB97M-V/def2-TZVPD.

Atoms and positions in Å:
C1 1.5711 -0.0213 -0.2366
C2 0.4969 0.4949 0.7383
O1 -0.6436 0.3582 -0.0892
S1 -0.2892 0.5392 -1.6681
O2 0.2272 1.8496 -1.9799
O3 -1.3386 -0.0133 -2.4783
O4 0.9507 -0.4612 -1.4376
H1 1.9471 -0.9498 0.1917
H2 2.3982 0.6820 -0.2750
H3 0.7008 1.4897 1.1342
H4 0.3418 -0.1655 1.5912
C3 -1.3872 4.5831 -2.2488
C4 -2.7828 4.5388 -2.4056
C5 -3.5293 5.5467 -1.8699
C6 -2.8819 6.4886 -1.0440
C7 -1.5187 6.4043 -0.8129
C8 -0.6988 5.4783 -1.4633
N1 -3.6757 7.5472 -0.4371
O5 -4.7954 7.2446 -0.0485
O6 -3.1581 8.6328 -0.2689
H5 -0.9185 3.6805 -2.6229
H6 -3.1712 3.8141 -3.1064
H7 -4.5971 5.5937 -2.0389
H8 -1.1715 7.0777 -0.0359
H9 0.3739 5.5843 -1.4279
C9 -0.8059 -2.1652 -4.7271
C10 0.3904 -2.5639 -4.0892
C11 0.7177 -3.9126 -4.0787
C12 -0.1592 -4.8336 -4.6746
C13 -1.3700 -4.4577 -5.2017
C14 -1.7069 -3.1065 -5.1711
N2 0.2627 -6.2495 -4.7248
O7 1.4355 -6.5113 -4.8964
O8 -0.5968 -7.0539 -4.3892
H10 -1.0449 -1.1154 -4.6306
H11 0.9697 -1.7591 -3.6604
H12 1.7334 -4.1648 -3.8095
H13 -2.0926 -5.1377 -5.6295
H14 -2.6435 -2.7955 -5.6158
C15 -4.0760 2.7254 0.2546
C16 -3.9520 1.3591 0.3013
C17 -5.0719 0.5544 0.4212
C18 -6.3291 1.1397 0.3471
C19 -6.4663 2.5236 0.2069
C20 -5.3494 3.3358 0.2680
N3 -7.5754 0.3785 0.3374
O9 -8.5594 0.8616 -0.1854
O10 -7.5905 -0.6956 0.9253
H15 -3.2475 3.3824 0.0192
H16 -3.0250 0.8053 0.2231
H17 -5.0590 -0.5204 0.5407
H18 -7.3977 3.0719 0.1883
H19 -5.4310 4.4133 0.3009
C21 -0.6295 3.8403 3.9268
C22 0.4077 3.3729 3.1044
C23 1.4938 2.7236 3.6245
C24 1.6241 2.6429 5.0006
C25 0.6183 3.1170 5.8289
C26 -0.4702 3.8418 5.3097
N4 2.7045 1.9036 5.6187
O11 3.0123 2.2368 6.7535
O12 3.3280 1.1162 4.9474
H20 -1.4789 4.1816 3.3486
H21 0.2600 3.4909 2.0379
H22 2.3338 2.4607 2.9899
H23 0.7369 3.0655 6.9012
H24 -1.2961 4.0075 5.9873
C27 4.2510 -6.0797 -3.0550
C28 3.3842 -5.3770 -2.2036
C29 3.6751 -4.0609 -1.9187
C30 4.6866 -3.4094 -2.6453
C31 5.4340 -4.0645 -3.5985
C32 5.1836 -5.4127 -3.8318
N5 4.8333 -1.9596 -2.4850
O13 5.6793 -1.4115 -3.1722
O14 4.1281 -1.3413 -1.7006
H25 4.1294 -7.1437 -3.2086
H26 2.6015 -5.7939 -1.5836
H27 3.0596 -3.4566 -1.2663
H28 6.0738 -3.5347 -4.2894
H29 5.7865 -5.9498 -4.5493
C33 -2.8789 -1.8834 3.6303
C34 -2.1347 -0.7739 3.3355
C35 -2.7983 0.4575 3.3235
C36 -4.1705 0.4882 3.5492
C37 -4.8880 -0.6629 3.8660
C38 -4.2374 -1.8978 3.8839
N6 -4.8592 1.7994 3.6722
O15 -6.0505 1.7508 3.9449
O16 -4.2167 2.8174 3.5947
H30 -2.3424 -2.8230 3.7437
H31 -1.0549 -0.7683 3.3852
H32 -2.2195 1.3148 3.0033
H33 -5.9190 -0.5667 4.1732
H34 -4.8253 -2.7831 4.0685
O17 -0.4172 -4.2271 0.2307
C39 -1.3822 -3.8140 -0.3670
O18 -2.3105 -4.5890 -0.9232
C40 -3.2889 -3.7659 -1.5567
C41 -3.1788 -2.3974 -0.8621
C42 -1.6821 -2.3336 -0.5317
H35 -4.2874 -4.1932 -1.4994
H36 -2.9646 -3.7172 -2.6008
H37 -3.6081 -2.2963 0.1371
H38 -3.4759 -1.5473 -1.4761
H39 -1.5081 -1.7567 0.3619
H40 -1.0639 -2.1427 -1.4096
O19 5.6450 -3.9965 1.3706
C43 4.7410 -3.3241 1.8003
O20 3.6329 -3.8357 2.3168
C44 2.6089 -2.8173 2.4454
C45 3.4442 -1.5554 2.6174
C46 4.7463 -1.7867 1.8570
H41 1.8862 -2.9657 3.2413
H42 2.0588 -2.7241 1.5049
H43 3.6052 -1.3974 3.6834
H44 2.8347 -0.7729 2.1599
H45 5.6341 -1.4399 2.3735
H46 4.5892 -1.3302 0.8800
O21 5.1431 2.0538 1.7672
C47 5.4103 2.3720 0.6426
O22 4.6316 2.0304 -0.4080
C48 5.3446 2.3130 -1.6438
C49 6.7504 2.7594 -1.2661
C50 6.5794 3.2007 0.1954
H47 4.7703 3.0033 -2.2597
H48 5.4408 1.3668 -2.1746
H49 7.2055 3.5533 -1.8524
H50 7.3511 1.8547 -1.3544
H51 6.2844 4.2476 0.2651
H52 7.4651 2.9708 0.7802

Summary:
**Total charge**: 0
**Orbital gap**: 9.174 eV

Record 2
Below is C50H56CoIN6O4 as an isolated structure, with properties calculated with ωB97M-V/def2-TZVPD.

Atoms and positions in Å:
Co1 0.6923 0.4857 0.6081
C1 -1.6791 -1.8679 5.9452
C2 -2.4554 -0.9913 4.9521
C3 -1.8829 -1.0392 3.5660
C4 -2.2334 -1.8460 2.5529
C5 -3.3420 -2.8500 2.4978
C6 -4.5225 -2.3618 1.6437
C7 -1.2659 -1.6193 1.4673
C8 -1.0463 -2.4344 0.4355
C9 0.2007 -2.2609 -0.3955
C10 0.1209 -2.9403 -1.7442
C11 -0.1649 -4.3990 -1.9830
C12 1.0313 -5.2238 -2.4800
C13 0.2532 -2.0134 -2.6985
C14 0.3944 -0.7080 -2.0382
C15 0.4964 0.5134 -2.7346
C16 0.7566 1.6897 -2.0939
N1 0.9466 1.8331 -0.7504
C17 1.4384 3.1086 -0.5643
C18 1.9135 3.5899 0.6277
C19 1.7467 2.9353 1.8397
N2 0.9956 1.7944 1.9876
C20 0.7990 1.6320 3.3177
C21 -0.1027 0.7212 3.8657
C22 -0.7558 -0.2165 3.1037
N3 -0.4463 -0.5251 1.8135
C23 1.5151 2.6570 4.0525
C24 2.1046 3.4614 3.1326
C25 2.9972 4.6443 3.3539
C26 4.4709 4.3239 3.0769
C27 1.5238 2.7833 5.5438
C28 0.3595 3.6343 6.0645
C29 1.4748 3.8168 -1.8310
C30 1.0373 2.9571 -2.7716
C31 0.9158 3.1773 -4.2471
C32 2.2258 2.8838 -4.9924
C33 1.8964 5.2439 -2.0020
C34 0.8720 6.2406 -1.4442
N4 0.3534 -0.8385 -0.7394
C35 0.3839 -2.2036 -4.1802
C36 1.8505 -2.0818 -4.6241
H1 -2.1106 -1.8109 6.9471
H2 -0.6326 -1.5591 6.0065
H3 -1.6936 -2.9128 5.6249
H4 -2.4650 0.0425 5.3040
H5 -3.4981 -1.3123 4.9199
H6 -3.6819 -3.0746 3.5100
H7 -2.9587 -3.7877 2.0866
H8 -4.9432 -1.4408 2.0540
H9 -5.3160 -3.1104 1.6018
H10 -4.2031 -2.1471 0.6207
H11 -1.7187 -3.2649 0.2467
H12 -0.9484 -4.4566 -2.7436
H13 -0.5791 -4.8463 -1.0744
H14 1.5473 -4.7057 -3.2915
H15 0.6877 -6.1882 -2.8606
H16 1.7566 -5.4124 -1.6917
H17 0.4608 0.5019 -3.8157
H18 2.3936 4.5611 0.6321
H19 -0.3494 0.8038 4.9165
H20 2.8824 4.9912 4.3816
H21 2.6782 5.4741 2.7168
H22 4.8245 3.5406 3.7508
H23 5.0982 5.2071 3.2166
H24 4.6090 3.9605 2.0567
H25 2.4713 3.2228 5.8617
H26 1.4859 1.7895 5.9944
H27 0.4225 4.6510 5.6705
H28 0.3631 3.6901 7.1549
H29 -0.6014 3.2197 5.7490
H30 0.6053 4.2073 -4.4344
H31 0.1198 2.5432 -4.6417
H32 3.0375 3.5050 -4.6051
H33 2.1272 3.0785 -6.0637
H34 2.5237 1.8402 -4.8606
H35 2.0530 5.4414 -3.0633
H36 2.8645 5.3986 -1.5187
H37 -0.0799 6.1467 -1.9719
H38 1.2211 7.2693 -1.5551
H39 0.6799 6.0589 -0.3850
H40 -0.2170 -1.4592 -4.7103
H41 -0.0241 -3.1758 -4.4579
H42 2.2854 -1.1329 -4.2968
H43 1.9392 -2.1473 -5.7121
H44 2.4533 -2.8754 -4.1791
I1 2.0996 -7.0509 1.0881
C37 2.3253 -5.0403 0.5750
C38 1.3228 -4.1806 0.8375
C39 1.4378 -2.7266 0.4729
C40 2.7526 -2.3523 -0.1347
C41 3.7002 -3.2895 -0.4160
C42 3.5261 -4.6473 -0.0845
C43 3.1185 -0.8972 -0.2536
O1 3.9577 -0.5557 -1.0694
O2 2.5422 -0.0889 0.5987
H45 0.4145 -4.5171 1.3246
H46 1.3355 -2.1311 1.3848
H47 4.6303 -2.9515 -0.8602
H48 4.3006 -5.3728 -0.2890
O3 -3.2202 -4.0108 -3.9717
C44 -4.3232 -3.2257 -3.5460
N5 -3.7272 -2.0588 -2.9377
C45 -4.4821 -0.9631 -2.6790
O4 -5.6680 -0.9212 -2.9730
C46 -3.8133 0.1815 -1.9786
C47 -4.3861 1.4423 -2.0407
C48 -3.7958 2.4762 -1.3379
C49 -2.6569 2.2060 -0.5917
N6 -2.0944 0.9990 -0.5250
C50 -2.6739 0.0146 -1.2107
H49 -3.5388 -4.6792 -4.5847
H50 -4.9355 -3.7695 -2.8264
H51 -4.9589 -2.9140 -4.3717
H52 -2.7436 -2.0957 -2.7204
H53 -5.2919 1.5841 -2.6160
H54 -4.2115 3.4753 -1.3537
H55 -2.1598 2.9976 -0.0357
H56 -2.2223 -0.9677 -1.0974

Summary:
**Total charge**: 0
**Energy relative to the best compared isomer or geometry (same formula, charge and spin)**: 0.000 eV
**⟨S²⟩**: 6.18
**Multiplicity**: 5
**Orbital gap (alpha / beta)**: 5.609 / 5.757 eV

Record 3
Below is C50H58BN8P2Y as an isolated structure, with properties calculated with ωB97M-V/def2-TZVPD.

Atoms and positions in Å:
Y1 0.1118 -0.4354 -0.0900
C1 -3.2865 -2.4796 0.9382
C2 -2.2091 -3.2182 0.2085
C3 -2.1082 -4.5890 -0.0713
C4 -0.8779 -4.7373 -0.7017
C5 -0.2047 -5.9718 -1.2040
N1 -0.3144 -3.5286 -0.7850
N2 -1.1236 -2.5930 -0.2254
B1 1.0356 -3.0708 -1.4724
N3 1.7882 -2.1712 -0.4927
N4 1.3887 -2.3081 0.8633
C6 1.8074 -3.2750 1.5986
C7 1.1544 -3.2986 2.9603
C8 2.7613 -4.3459 1.3432
C9 3.3919 -4.6822 0.1931
C10 4.3249 -5.8495 0.3707
N5 0.5978 -2.2602 -2.7307
N6 -0.2528 -1.2081 -2.5469
C11 -0.7633 -0.9149 -3.7383
C12 -1.8073 0.1271 -3.9603
C13 -0.2181 -1.7662 -4.7127
C14 0.6407 -2.6052 -4.0280
C15 1.5260 -3.6778 -4.5768
H1 -4.2693 -2.8857 0.6966
H2 -3.2783 -1.4205 0.6741
H3 -3.1494 -2.5551 2.0201
H4 -2.8149 -5.3680 0.1696
H5 -0.7481 -6.8532 -0.8619
H6 0.8243 -6.0126 -0.8410
H7 -0.1700 -5.9859 -2.2958
H8 1.6076 -4.0678 -1.8258
H9 0.3214 -2.6016 2.9915
H10 1.8688 -3.0286 3.7400
H11 0.7957 -4.3084 3.1753
H12 2.9489 -4.9246 2.2725
H13 4.4018 -6.2407 1.4129
H14 5.3313 -5.5813 0.0319
H15 4.0107 -6.6769 -0.2771
H16 -2.1520 0.5472 -3.0202
H17 -2.6557 -0.3093 -4.4936
H18 -1.4216 0.9544 -4.5555
H19 -0.4234 -1.7631 -5.7724
H20 1.0088 -4.2237 -5.3674
H21 1.8341 -4.3716 -3.7980
H22 2.4289 -3.2380 -5.0070
N7 1.3216 1.8386 2.4710
P1 0.2188 0.6741 2.7026
C16 -1.2862 1.4175 3.5053
C17 -2.5224 0.7789 3.4883
C18 -3.6061 1.3055 4.1851
C19 -3.4671 2.4924 4.8893
C20 -2.2447 3.1600 4.8790
C21 -1.1650 2.6258 4.1904
C22 0.7820 -0.1783 4.2587
C23 2.1417 -0.1190 4.5537
C24 2.6587 -0.7646 5.6724
C25 1.8200 -1.4788 6.5168
C26 0.4605 -1.5356 6.2369
C27 -0.0508 -0.8896 5.1206
P2 -0.4936 2.4807 -0.6044
C28 0.0139 4.2224 -0.1957
C29 -0.6090 5.2903 -0.8480
C30 -0.2079 6.5987 -0.6251
C31 0.8251 6.8712 0.2661
C32 1.4423 5.8230 0.9301
C33 1.0412 4.5084 0.7015
C34 -2.2262 2.5455 0.0986
C35 -2.6959 3.4822 1.0201
C36 -3.9953 3.4133 1.5063
C37 -4.8471 2.3958 1.0974
C38 -4.3850 1.4328 0.2120
C39 -3.0874 1.5099 -0.2747
H23 1.6404 1.7819 1.5072
H24 -2.6372 -0.1439 2.9260
H25 -4.5634 0.7969 4.1598
H26 -4.3114 2.9088 5.4275
H27 -2.1372 4.0976 5.4132
H28 -0.2059 3.1342 4.1612
H29 2.7747 0.4543 3.8852
H30 3.7214 -0.7146 5.8808
H31 2.2205 -1.9897 7.3844
H32 -0.2037 -2.0897 6.8905
H33 -1.1141 -0.9445 4.9165
H34 -1.4185 5.1007 -1.5410
H35 -0.7052 7.4068 -1.1487
H36 1.1398 7.8934 0.4436
H37 2.2387 6.0190 1.6386
H38 1.5019 3.7117 1.2670
H39 -2.0417 4.2782 1.3527
H40 -4.3386 4.1503 2.2219
H41 -5.8581 2.3420 1.4847
H42 -5.0357 0.6251 -0.1050
H43 -2.7458 0.7718 -0.9974
C40 2.6590 0.2035 -2.9877
C41 3.3080 -0.4749 -1.7709
C42 4.3127 0.5271 -1.1892
C43 4.0596 -1.7361 -2.2184
C44 2.3287 -0.7957 -0.6271
H44 3.4367 0.5600 -3.6761
H45 2.0475 1.0555 -2.6816
H46 2.0196 -0.4797 -3.5443
H47 5.0112 0.8662 -1.9619
H48 4.8856 0.0718 -0.3763
H49 3.7887 1.4025 -0.7917
H50 4.9270 -1.4721 -2.8358
H51 3.4094 -2.3862 -2.8087
H52 4.3797 -2.3285 -1.3577
H53 2.8863 -0.6579 0.3051
N8 -0.5253 2.3563 -2.2154
C45 -1.1522 3.1187 -3.1656
C46 -2.5343 3.4114 -3.1900
C47 -3.1080 4.1228 -4.2349
C48 -2.3448 4.5710 -5.3071
C49 -0.9813 4.2845 -5.3099
C50 -0.4005 3.5760 -4.2712
H54 -3.1564 3.0733 -2.3714
H55 -4.1737 4.3255 -4.2107
H56 -2.7992 5.1235 -6.1205
H57 -0.3622 4.6192 -6.1356
H58 0.6585 3.3453 -4.2765

Summary:
**Total charge**: -2
**Energy relative to the best compared isomer or geometry (same formula, charge and spin)**: 3.185 eV
**Orbital gap**: 5.156 eV

Record 4
Below is C50H59FN6O2Sn as an isolated structure, with properties calculated with ωB97M-V/def2-TZVPD.

Atoms and positions in Å:
Sn1 0.8985 0.2465 -1.5139
C1 -5.3725 -1.0377 2.5603
C2 -4.6884 -2.3581 2.1639
C3 -3.9635 -2.9546 3.3794
C4 -5.7595 -3.3479 1.7022
C5 -3.6782 -2.0247 1.0671
C6 -2.5797 -1.2753 1.3493
C7 -1.7107 -0.8448 0.3131
N1 -0.6014 -0.1406 0.4653
C8 -0.1999 0.5846 1.5007
C9 -1.0402 1.1665 2.4790
C10 -0.5145 1.8644 3.5208
C11 0.9055 2.0325 3.5585
C12 1.7699 1.6011 2.5882
C13 1.2270 0.8418 1.4986
O1 1.9374 0.3424 0.5518
C14 3.2727 1.8877 2.6528
C15 3.6524 2.7053 3.8875
C16 4.0481 0.5597 2.6947
C17 3.6700 2.6953 1.4056
C18 -1.4332 2.4500 4.5886
C19 -2.4154 3.4236 3.9156
C20 -2.2232 1.3109 5.2544
C21 -0.6661 3.1991 5.6805
C22 -1.9370 -1.2671 -1.0582
O2 -1.1770 -0.7909 -1.9650
C23 -3.0196 -2.1739 -1.3224
C24 -3.8630 -2.4632 -0.2857
C25 -3.1774 -2.8202 -2.7027
C26 -4.4029 -3.7315 -2.7792
C27 -3.3186 -1.7646 -3.8129
C28 -1.9174 -3.6742 -2.9332
H1 -6.1251 -1.2251 3.3274
H2 -5.8662 -0.5838 1.6992
H3 -4.6503 -0.3235 2.9605
H4 -4.6906 -3.2167 4.1483
H5 -3.2560 -2.2537 3.8233
H6 -3.4241 -3.8594 3.0948
H7 -6.4499 -3.5364 2.5236
H8 -5.3190 -4.3042 1.4128
H9 -6.3457 -2.9546 0.8700
H10 -2.3183 -1.0360 2.3695
H11 -2.1103 1.0759 2.3540
H12 1.3169 2.5815 4.3909
H13 3.4189 2.1742 4.8118
H14 3.1526 3.6757 3.8925
H15 4.7271 2.8858 3.8749
H16 3.7403 -0.0336 3.5575
H17 5.1169 0.7598 2.7846
H18 3.8837 -0.0209 1.7895
H19 3.1338 3.6465 1.3850
H20 3.4391 2.1456 0.4968
H21 4.7415 2.9028 1.4252
H22 -3.0358 2.9260 3.1694
H23 -1.8747 4.2369 3.4279
H24 -3.0742 3.8557 4.6696
H25 -2.8625 0.7870 4.5410
H26 -2.8584 1.7196 6.0409
H27 -1.5456 0.5850 5.7078
H28 -0.1208 4.0532 5.2751
H29 0.0278 2.5369 6.2013
H30 -1.3745 3.5797 6.4157
H31 -4.7049 -3.1082 -0.4812
H32 -5.3177 -3.1816 -2.5546
H33 -4.3194 -4.5823 -2.1012
H34 -4.4945 -4.1224 -3.7929
H35 -4.2767 -1.2505 -3.7262
H36 -3.2831 -2.2582 -4.7859
H37 -2.5317 -1.0163 -3.7689
H38 -1.8346 -4.4361 -2.1560
H39 -1.0170 -3.0600 -2.9008
H40 -1.9763 -4.1767 -3.9014
C29 1.1861 -1.6453 -4.2608
N2 0.4489 -0.4269 -3.9324
C30 0.8113 0.7165 -4.7584
C31 2.1540 1.1852 -4.3194
N3 2.5809 1.0387 -3.0899
C32 3.8629 1.5862 -3.0475
C33 4.7817 1.6752 -2.0043
C34 5.9974 2.2609 -2.2869
C35 6.3063 2.7427 -3.5686
C36 5.4050 2.6545 -4.6097
C37 4.1795 2.0668 -4.3207
N4 3.0659 1.7840 -5.1064
C38 1.5322 -2.3811 -3.0165
N5 1.7782 -1.7973 -1.8671
C39 2.1967 -2.7905 -0.9753
C40 2.6643 -2.7110 0.3328
C41 3.0714 -3.8889 0.9239
C42 2.9996 -5.1165 0.2477
C43 2.5548 -5.1991 -1.0557
C44 2.1643 -4.0090 -1.6558
N6 1.7353 -3.7024 -2.9467
H41 2.1259 -1.3672 -4.7461
H42 0.6431 -2.3043 -4.9425
H43 -0.5485 -0.6013 -3.9891
H44 0.0768 1.5054 -4.5750
H45 0.8155 0.5001 -5.8312
H46 4.5452 1.2787 -1.0255
H47 6.7402 2.3504 -1.5061
H48 7.2755 3.1873 -3.7458
H49 5.6399 3.0189 -5.6006
H50 2.9535 2.0142 -6.0808
H51 2.7144 -1.7587 0.8416
H52 3.4607 -3.8655 1.9324
H53 3.3203 -6.0171 0.7524
H54 2.5371 -6.1391 -1.5904
H55 1.6136 -4.3614 -3.6995
F1 -0.9105 6.1932 -0.8081
C45 -0.5490 4.9322 -1.0458
C46 0.8004 4.6307 -1.1202
C47 1.1761 3.3133 -1.3493
C48 0.1800 2.3632 -1.4978
C49 -1.1688 2.6546 -1.4218
C50 -1.5380 3.9751 -1.1988
H56 1.5379 5.4133 -1.0033
H57 2.2250 3.0545 -1.4134
H58 -1.9273 1.8913 -1.5426
H59 -2.5788 4.2658 -1.1513

Summary:
**Total charge**: +2
**Energy relative to the best compared isomer or geometry (same formula, charge and spin)**: 0.000 eV
**Orbital gap (alpha / beta)**: 5.848 / 5.738 eV

> The highest total charge belongs to which entry?

C50H59FN6O2Sn

> Look up the total charge of the fourth one.

+2